A 13-piece molecular cluster, C52H104O31 overall at a distorted geometry, computed with ωB97M-V with the def2-TZVPD basis set.

Results
- Kohn-Sham gap (alpha / beta) (eV) = 8.519 / 2.473
- E (eV) = -119068.3051
- spin multiplicity = 2
- <S²> = 0.75
- total charge = +1

```
187
Properties=species:S:1:pos:R:3:forces:R:3:lowdin_charge:R:1
C -5.197440 -9.802010 20.580650 0.1 -0.7 -1.2 -0.076
C -6.041330 -8.901140 21.468470 1.3 0.2 -0.7 -0.177
O -7.365560 -8.833590 20.966780 1.1 -3.2 2.7 0.058
C -7.827120 -7.921220 20.207960 2.1 4.8 -1.1 -0.671
O -7.332990 -6.806220 20.014360 -0.6 -1.6 0.3 0.107
O -8.886560 -8.383460 19.676440 -1.5 -1.8 -0.3 0.029
C -9.582530 -7.691290 18.696800 -1.2 0.2 -0.9 -0.031
H -5.155490 -9.502410 19.533480 0.0 0.9 0.0 0.086
H -5.570160 -10.810280 20.400140 -0.4 -0.3 0.9 0.042
H -4.160990 -9.912320 20.899540 0.0 0.2 0.3 0.076
H -5.566240 -7.920120 21.469170 -0.3 0.2 0.1 0.129
H -6.002990 -9.309250 22.478460 -0.7 0.2 0.0 0.116
H -8.958540 -7.063740 18.060470 0.0 0.1 0.4 0.112
H -10.389770 -7.155510 19.196210 0.1 0.4 -0.3 0.106
H -10.005300 -8.486130 18.082320 -0.1 0.3 -0.1 0.073
C -8.759910 -13.542120 12.656780 -0.1 0.2 -0.9 -0.065
C -7.883130 -13.028060 13.757110 0.7 -1.0 0.9 -0.178
O -7.985870 -13.983500 14.871070 -0.3 0.2 0.2 0.006
C -7.033860 -14.110240 15.807690 1.6 -0.6 -2.4 -0.551
O -5.905520 -13.606940 15.717780 -2.4 -0.8 1.2 0.092
O -7.485710 -15.114430 16.595320 0.7 0.8 1.2 -0.002
C -6.501420 -15.709940 17.487610 0.5 0.3 -0.9 -0.020
H -8.258450 -14.326430 12.089790 0.0 -0.6 0.6 0.077
H -8.783190 -12.803570 11.855470 -0.5 0.5 0.2 0.089
H -9.757990 -13.867350 12.950290 0.1 0.2 0.0 0.079
H -8.105020 -12.071300 14.229830 0.0 0.2 -0.6 0.119
H -6.881070 -13.092200 13.332990 0.3 0.6 0.6 0.115
H -6.846370 -15.933520 18.497130 -0.8 0.2 -0.2 0.070
H -5.662330 -15.023900 17.603250 0.1 -0.3 -0.2 0.065
H -6.224760 -16.636120 16.983870 0.4 0.1 0.3 0.104
C -4.182730 -10.918290 15.034040 0.5 0.1 -0.3 -0.046
C -3.912740 -11.580490 13.720020 -1.8 -0.8 -0.8 -0.238
O -2.620630 -11.359540 13.255620 2.2 1.2 0.4 0.053
C -2.154700 -12.034830 12.221330 -0.6 -2.9 0.3 -0.620
O -2.764990 -12.828930 11.551130 -0.8 0.4 -0.4 0.129
O -0.852300 -11.946790 12.173890 2.8 1.6 0.7 0.010
C 0.007050 -12.915230 11.560410 -1.2 -0.7 -1.1 -0.021
H -5.256830 -10.906090 15.219150 0.1 0.1 -0.1 0.077
H -3.746020 -9.922230 14.961510 -0.4 0.1 0.5 0.080
H -3.680920 -11.502630 15.805290 -0.2 0.4 0.1 0.060
H -4.541260 -11.169250 12.930130 -0.6 -0.3 0.1 0.134
H -4.069370 -12.649720 13.862550 -0.2 -0.1 -0.5 0.103
H -0.055080 -13.868650 12.085040 -0.1 0.1 0.2 0.085
H 1.051710 -12.625030 11.448360 -0.3 0.8 0.7 0.092
H -0.321940 -13.102340 10.538230 -0.2 -0.1 0.0 0.094
C -4.759320 -15.990490 11.938950 -0.7 0.2 -5.2 -0.105
C -4.773460 -15.974750 13.336380 0.3 -0.6 2.1 -0.234
O -3.677040 -15.116550 13.688420 -0.5 0.0 -1.2 0.054
C -3.174590 -15.178900 14.880420 -2.0 -1.3 1.4 -0.608
O -3.620320 -15.922760 15.749540 1.4 1.1 -0.2 0.099
O -2.220830 -14.272410 14.918610 0.1 -0.3 -0.4 0.036
C -1.644180 -13.956900 16.128940 1.9 0.5 1.4 -0.045
H -5.539100 -16.617040 11.505960 -0.3 -0.2 0.3 0.095
H -3.860970 -16.386910 11.465760 0.3 0.4 0.2 0.101
H -5.002370 -14.993830 11.570580 0.5 0.1 -0.4 0.093
H -4.606360 -17.014550 13.617430 -0.1 0.3 1.2 0.142
H -5.736800 -15.542320 13.606720 0.2 -0.2 1.1 0.130
H -2.208730 -13.203170 16.677810 0.0 -0.1 -0.1 0.072
H -0.654980 -13.565590 15.891330 -0.1 0.5 -0.1 0.102
H -1.369070 -14.782520 16.785260 -0.7 -0.5 -0.1 0.079
C -3.527980 -11.626460 23.923870 0.2 -0.7 0.2 -0.053
C -3.728180 -11.957110 25.383080 1.1 1.2 1.1 -0.249
O -4.535370 -13.107370 25.543620 -1.1 -0.5 0.8 -0.012
C -4.761400 -13.666670 26.794800 1.0 -0.5 -1.4 -0.538
O -4.425450 -13.243860 27.857520 -0.4 0.2 -0.2 0.176
O -5.295260 -14.872650 26.514700 0.2 1.5 -1.3 -0.052
C -5.858110 -15.656850 27.521700 0.4 -0.3 1.0 -0.061
H -2.711300 -10.907410 23.859910 0.1 -0.2 -0.1 0.091
H -4.357480 -11.218350 23.346400 -0.3 -0.1 0.4 0.060
H -3.236650 -12.594360 23.515950 0.2 0.2 -0.7 0.061
H -3.982200 -11.073680 25.968860 -1.1 -0.1 0.1 0.128
H -2.749160 -12.145020 25.823890 0.3 -0.5 -0.2 0.127
H -5.101910 -15.929750 28.257770 0.0 -0.1 0.0 0.101
H -6.180770 -16.554090 26.993540 -0.3 0.1 0.4 0.095
H -6.631250 -15.095630 28.046470 -0.3 -0.3 -0.1 0.101
C 1.352870 -20.074950 19.091220 -1.7 0.6 0.8 -0.033
C 0.779970 -18.663130 19.436230 2.6 -0.6 -1.6 -0.225
O -0.276870 -18.725060 20.341450 -2.4 0.2 0.9 0.048
C -1.531470 -18.736470 19.876350 -1.3 -1.3 -2.8 -0.480
O -1.859680 -18.743150 18.664390 0.7 0.4 3.7 0.078
O -2.417040 -18.887850 20.912950 2.8 0.6 0.2 -0.020
C -3.775070 -19.111590 20.719430 -0.7 0.7 -1.5 -0.073
H 0.483710 -20.643230 18.759990 0.1 -0.1 -0.7 0.073
H 1.601570 -20.611090 20.007080 0.7 0.2 0.0 0.075
H 2.125640 -20.024580 18.324150 -0.1 -0.1 0.3 0.075
H 0.573230 -18.178570 18.482000 -0.6 0.1 0.3 0.079
H 1.558960 -18.067900 19.912650 -0.1 0.0 0.2 0.127
H -4.151490 -18.386490 19.997880 -0.1 0.0 -0.3 0.068
H -4.303780 -18.884150 21.645080 0.3 -0.6 0.2 0.091
H -3.955750 -20.098610 20.293690 -0.1 -0.1 0.4 0.107
C -11.286710 -11.840840 14.777120 -1.2 0.0 0.1 -0.061
C -11.643460 -11.243140 16.105920 1.9 0.3 0.4 -0.165
O -10.639970 -11.808460 17.011620 -0.5 -0.6 1.4 0.017
C -9.466850 -11.249710 17.247690 0.4 1.5 -2.1 -0.565
O -9.063990 -10.195490 16.749200 -0.5 -1.6 1.1 0.090
O -8.741360 -12.087680 17.989180 -2.6 -0.8 -0.7 0.009
C -7.451960 -11.781310 18.290030 2.0 0.7 1.3 -0.075
H -12.160290 -11.661360 14.150430 0.3 0.1 -0.6 0.087
H -11.261160 -12.915310 14.958710 0.4 -0.1 -0.3 0.090
H -10.356130 -11.438810 14.376500 -0.2 -0.1 -0.1 0.078
H -12.617100 -11.584070 16.457900 0.2 0.1 0.2 0.128
H -11.515090 -10.162210 16.162720 -0.4 0.0 -0.2 0.123
H -6.929950 -12.717260 18.489030 0.2 -0.1 -0.5 0.090
H -7.442600 -11.268840 19.252000 0.1 0.5 0.0 0.083
H -6.955670 -11.162560 17.542410 0.0 -0.2 -0.1 0.109
C 3.161830 -15.717770 12.605490 0.0 0.5 0.6 -0.049
C 1.945440 -16.015980 13.556440 0.9 -0.4 -1.9 -0.198
O 2.439760 -16.817240 14.649950 -0.7 -0.5 1.2 0.010
C 1.640120 -17.403250 15.612500 -0.9 1.7 -1.5 -0.537
O 2.055520 -17.976210 16.565740 0.6 -0.5 0.2 0.147
O 0.325150 -17.153590 15.385440 2.9 0.7 -2.1 -0.029
C -0.661900 -17.840360 16.042370 -1.4 -0.6 1.4 -0.076
H 3.033030 -14.782580 12.060580 -0.4 0.1 0.1 0.061
H 3.353980 -16.452630 11.823730 -0.3 -0.4 0.4 0.073
H 4.100470 -15.567520 13.138870 -0.1 -0.2 0.3 0.074
H 1.275950 -16.572550 12.900610 -0.4 -0.3 0.6 0.117
H 1.422640 -15.099590 13.830300 0.3 -0.1 0.6 0.098
H -0.389590 -18.776280 16.530220 0.5 0.0 -0.2 0.092
H -1.426210 -18.062670 15.297710 -0.3 0.2 0.3 0.109
H -0.983780 -17.168670 16.838180 -0.7 -0.3 0.0 0.077
C -2.224270 -21.389900 26.101190 1.1 1.0 0.5 -0.052
C -2.231900 -19.851320 26.437830 -1.6 -1.8 1.1 -0.209
O -2.175240 -19.030950 25.266570 -0.8 2.1 -0.5 0.030
C -2.636250 -17.736160 25.358010 -0.6 1.8 2.6 -0.435
O -3.152190 -17.219680 26.383150 1.5 -1.8 -3.4 0.079
O -2.399170 -17.022250 24.193700 0.4 -3.3 0.8 -0.020
C -2.586860 -15.651670 24.068210 -0.4 1.5 0.6 -0.076
H -2.635720 -21.931580 26.952890 0.1 0.2 0.3 0.071
H -1.189890 -21.717750 25.997820 -0.2 -0.3 -0.5 0.070
H -2.868080 -21.705060 25.280040 0.3 0.5 -0.3 0.076
H -1.551320 -19.533020 27.227510 0.8 -0.1 -0.6 0.128
H -3.150050 -19.830460 27.024910 -0.7 1.2 -0.7 0.107
H -2.116800 -15.283940 23.156110 0.0 -0.6 -0.2 0.084
H -2.118660 -15.060020 24.854870 0.0 -0.3 0.4 0.105
H -3.641210 -15.376050 24.045930 -0.2 -0.1 0.1 0.080
C -8.147440 -14.234840 23.129390 0.0 1.4 -0.3 -0.150
C -7.333220 -14.445230 21.866250 0.9 -0.6 0.5 -0.103
C -7.031350 -15.970510 21.930480 -1.0 2.1 -0.9 -0.060
O -8.216830 -16.477690 22.529180 0.2 -0.8 0.5 0.143
C -8.953330 -15.460290 23.285770 0.7 -0.2 -0.5 -0.055
H -8.791010 -13.385290 22.900950 0.0 0.1 0.7 0.142
H -7.494200 -14.038080 23.979480 -0.1 0.1 0.1 0.133
H -6.447180 -13.821600 21.985080 0.1 -0.2 -0.7 0.129
H -7.891540 -14.234250 20.954180 0.2 0.1 0.0 0.132
H -6.145430 -16.185980 22.527810 0.1 -0.3 0.7 0.173
H -6.873240 -16.414820 20.947780 -0.2 -0.6 0.1 0.143
H -9.107350 -15.818770 24.303550 -0.1 -0.5 -0.1 0.167
H -9.903850 -15.357670 22.762250 -0.4 -0.5 -0.1 0.174
C -2.378960 -13.537640 19.967290 1.5 -0.1 0.0 -0.145
C -2.238180 -15.060950 19.907210 -0.7 -0.8 -0.8 -0.130
C -3.711370 -15.536280 19.792900 0.5 1.2 0.7 -0.151
O -4.457910 -14.270350 19.798230 -1.4 -2.0 -0.7 -0.170
C -3.652310 -13.259330 19.227570 -0.3 0.4 0.9 -0.218
H -1.501200 -13.063440 19.528230 0.1 0.2 0.2 0.103
H -2.474430 -13.295830 21.025830 0.0 0.6 -0.1 0.108
H -1.840470 -15.542180 20.800710 0.5 0.4 -0.1 0.102
H -1.680020 -15.380370 19.027130 0.2 0.0 0.1 0.095
H -3.911210 -16.094680 20.707420 -0.6 0.2 0.3 0.091
H -3.944060 -16.224470 18.980280 0.0 0.5 -0.5 0.108
H -4.148000 -12.319150 19.469360 0.2 0.1 0.4 0.102
H -3.578650 -13.215240 18.140960 0.0 -0.8 -0.2 0.104
C 2.347720 -14.072290 16.880430 -0.3 -0.9 0.5 -0.127
C 3.740530 -14.689070 17.227340 0.3 0.6 -1.6 -0.145
C 3.661540 -15.192240 18.668820 0.4 1.7 -0.5 -0.178
O 2.428040 -14.640710 19.146050 0.5 -1.2 0.3 -0.128
C 1.551590 -14.652780 18.040980 -0.5 0.8 0.5 -0.234
H 1.876830 -14.434500 15.966550 0.4 0.1 -0.3 0.081
H 2.352640 -12.982300 16.883480 0.1 -0.1 0.0 0.111
H 4.458660 -13.888140 17.051560 0.2 0.0 0.6 0.104
H 4.107540 -15.457340 16.546780 -0.6 -0.2 -0.1 0.103
H 4.473700 -14.680850 19.185520 -0.1 -0.5 0.6 0.120
H 3.755190 -16.277270 18.713790 -0.4 0.0 0.3 0.117
H 0.697090 -14.107570 18.441820 -0.3 0.3 -0.6 0.108
H 1.208920 -15.643490 17.742360 0.1 -0.5 0.3 0.102
C -1.010840 -9.456160 18.433710 -0.9 1.1 1.5 -0.197
C -0.417410 -8.628050 17.348860 -0.3 0.6 -1.2 -0.152
C -1.309150 -9.034030 16.127520 1.2 1.1 -0.2 -0.177
O -2.009320 -10.213530 16.462610 0.3 0.3 0.4 -0.166
C -1.584390 -10.645710 17.735360 1.2 0.1 0.0 -0.220
H -1.823650 -8.835640 18.811060 -0.3 0.0 0.3 0.114
H -0.370250 -9.637760 19.296700 0.1 -0.4 -0.2 0.123
H 0.602520 -8.818570 17.014880 0.1 -0.3 0.7 0.110
H -0.477790 -7.582520 17.651040 0.0 0.1 -0.4 0.114
H -0.565200 -9.162240 15.341260 -0.4 -0.7 -0.5 0.114
H -1.981710 -8.269000 15.739570 -0.3 0.0 0.4 0.120
H -0.658540 -11.211880 17.633660 -0.3 -1.4 -0.2 0.122
H -2.412210 -11.120770 18.261800 0.3 -0.3 -0.1 0.107
```
Positions in Å, forces in eV/Å.